A cluster of 13 separate species, C63H149N7O6 in total at a distorted geometry, computed with ωB97M-V/def2-TZVPD.

Each line ends with the Löwdin charge.
Positions of all 225 atoms, in Å:
C: 29.36277 -11.75782 4.24819  -0.076
C: 29.45597 -11.19123 2.81392  -0.252
N: 29.83402 -12.14826 1.78012  -0.185
C: 28.74225 -13.07466 1.51394  -0.248
C: 29.25874 -14.33256 0.80060  -0.070
C: 30.25994 -11.45069 0.54952  -0.231
C: 31.70955 -10.92377 0.73073  -0.063
H: 30.13593 -12.47793 4.51607  0.076
H: 28.40713 -12.26510 4.38064  0.056
H: 29.42958 -10.97792 5.00673  0.067
H: 28.56306 -10.66585 2.47511  0.095
H: 30.21566 -10.41111 2.86283  0.102
H: 28.21790 -13.32882 2.43512  0.112
H: 27.95792 -12.69231 0.86069  0.080
H: 28.52561 -15.11317 0.59744  0.056
H: 29.83747 -14.14316 -0.10345  0.055
H: 29.93201 -14.83965 1.49174  0.072
H: 29.56043 -10.62890 0.39644  0.103
H: 30.15091 -12.15209 -0.27769  0.078
H: 32.03268 -10.62988 -0.26793  0.051
H: 32.33569 -11.71496 1.14311  0.078
H: 31.85405 -10.02463 1.32970  0.063
C: 29.95662 -18.28080 0.51113  -0.082
C: 28.58879 -18.51053 -0.03544  -0.263
N: 28.56303 -18.68092 -1.48470  -0.175
C: 28.91449 -17.42025 -2.16641  -0.261
C: 29.44093 -17.62937 -3.54632  -0.087
C: 27.30567 -19.21503 -2.03687  -0.274
C: 27.37074 -20.70001 -2.07706  -0.093
H: 30.23966 -17.23011 0.44758  0.050
H: 30.69314 -18.83565 -0.07005  0.086
H: 30.05510 -18.56518 1.55876  0.076
H: 28.12792 -19.42999 0.32551  0.110
H: 27.83585 -17.76310 0.21461  0.109
H: 28.09940 -16.69735 -2.13252  0.097
H: 29.70421 -16.97103 -1.56422  0.102
H: 30.34478 -18.23047 -3.44723  0.082
H: 28.75941 -18.23664 -4.14202  0.060
H: 29.71547 -16.73668 -4.10832  0.044
H: 27.16282 -18.80356 -3.03608  0.103
H: 26.44313 -18.86189 -1.47169  0.106
H: 28.32549 -20.98708 -2.51768  0.080
H: 26.57666 -21.09705 -2.70944  0.072
H: 27.28012 -21.14362 -1.08554  0.070
C: 30.60944 -10.66686 -3.28108  -0.056
C: 29.73659 -11.41254 -4.32407  -0.222
N: 29.95764 -12.88208 -4.34459  -0.136
C: 29.56455 -13.56992 -3.09256  -0.212
C: 28.12291 -13.23226 -2.69672  -0.070
C: 29.39600 -13.55093 -5.56480  -0.218
C: 30.14665 -13.22006 -6.90196  -0.054
H: 30.41616 -9.60190 -3.40997  0.051
H: 31.68261 -10.84509 -3.34929  0.060
H: 30.39634 -10.98366 -2.26013  0.043
H: 28.70988 -11.12183 -4.10171  0.078
H: 30.00161 -10.91337 -5.25611  0.094
H: 29.62853 -14.65680 -3.14445  0.092
H: 30.21969 -13.25872 -2.27891  0.087
H: 27.98831 -12.19433 -2.39228  0.044
H: 27.40683 -13.41489 -3.49796  0.076
H: 27.77348 -13.84482 -1.86560  0.054
H: 28.31616 -13.47033 -5.68951  0.090
H: 29.51583 -14.61885 -5.38237  0.075
H: 30.21308 -12.15083 -7.10303  0.049
H: 29.64778 -13.69568 -7.74637  0.046
H: 31.17724 -13.57103 -6.84921  0.054
C: 25.90574 -10.36224 0.82240  -0.079
C: 26.47530 -10.18639 -0.57413  -0.254
N: 25.60250 -9.60501 -1.60732  -0.178
C: 26.28623 -9.26271 -2.86403  -0.225
C: 27.55243 -8.37367 -2.58737  -0.082
C: 24.38945 -10.41172 -1.88082  -0.240
C: 23.28741 -9.63676 -2.65362  -0.076
H: 25.41191 -9.50209 1.27447  0.085
H: 26.63898 -10.78377 1.50999  0.048
H: 25.14302 -11.14094 0.82219  0.049
H: 27.35696 -9.57482 -0.38245  0.096
H: 26.84206 -11.13439 -0.96770  0.084
H: 25.60582 -8.68905 -3.49338  0.101
H: 26.59982 -10.18697 -3.34933  0.093
H: 27.27755 -7.54853 -1.93035  0.083
H: 28.00674 -8.01417 -3.51065  0.052
H: 28.40344 -8.95440 -2.23152  0.046
H: 24.64118 -11.33374 -2.40485  0.098
H: 23.97700 -10.72144 -0.92058  0.095
H: 23.55376 -9.48830 -3.70010  0.053
H: 22.44131 -10.32271 -2.69472  0.069
H: 23.09527 -8.67276 -2.18259  0.080
C: 34.21127 -12.94517 -8.07981  -0.088
C: 34.47830 -14.06494 -9.09521  -0.239
N: 33.82162 -13.78636 -10.42823  -0.161
C: 34.33931 -14.74932 -11.41328  -0.241
C: 34.00591 -14.22755 -12.87419  -0.083
C: 32.35071 -13.84223 -10.30222  -0.217
C: 31.71325 -15.11641 -9.57522  -0.064
H: 33.18458 -12.68837 -7.81892  0.042
H: 34.47200 -12.03027 -8.61185  0.073
H: 34.76250 -13.11841 -7.15555  0.060
H: 35.55880 -14.03985 -9.23659  0.109
H: 34.23514 -15.02760 -8.64547  0.092
H: 35.42222 -14.84093 -11.32958  0.105
H: 33.91365 -15.75094 -11.35259  0.100
H: 32.93237 -14.20005 -13.06090  0.047
H: 34.30441 -13.18060 -12.92806  0.066
H: 34.40369 -14.79894 -13.71286  0.062
H: 31.83057 -13.68771 -11.24757  0.094
H: 32.00012 -12.97446 -9.74349  0.093
H: 31.74565 -15.97639 -10.24416  0.064
H: 30.65901 -14.94603 -9.35694  0.033
H: 32.18892 -15.28536 -8.60915  0.042
C: 28.23401 -17.79861 -10.70366  -0.089
C: 28.48374 -18.75809 -9.56099  -0.235
N: 28.75231 -17.95441 -8.32335  -0.181
C: 27.46576 -17.58778 -7.71334  -0.227
C: 27.75880 -16.26695 -6.90113  -0.062
C: 29.56157 -18.73664 -7.39803  -0.258
C: 31.02133 -18.76786 -7.79223  -0.084
H: 27.36799 -17.20936 -10.40217  0.052
H: 28.00992 -18.37328 -11.60235  0.078
H: 28.99567 -17.05803 -10.94760  0.064
H: 27.64231 -19.42957 -9.39004  0.116
H: 29.36460 -19.34545 -9.82024  0.103
H: 26.69533 -17.35569 -8.44864  0.095
H: 26.99834 -18.36080 -7.10335  0.110
H: 28.41750 -16.42844 -6.04781  0.034
H: 28.17089 -15.47739 -7.52952  0.048
H: 26.79850 -15.93533 -6.50621  0.070
H: 29.14631 -19.74173 -7.32427  0.120
H: 29.56588 -18.23838 -6.42858  0.089
H: 31.40587 -17.79865 -8.10984  0.061
H: 31.24928 -19.45104 -8.61041  0.067
H: 31.62382 -19.06349 -6.93333  0.063
C: 35.27408 -19.61091 -6.44918  -0.093
C: 34.80833 -18.16724 -6.32279  -0.273
N: 34.78788 -17.76210 -4.91983  -0.177
C: 36.16310 -17.73468 -4.42113  -0.261
C: 36.07414 -18.10729 -2.95731  -0.091
C: 34.20359 -16.41060 -4.87556  -0.242
C: 32.70267 -16.49973 -5.19291  -0.071
H: 34.82660 -20.25144 -5.68919  0.082
H: 36.36088 -19.68040 -6.40330  0.056
H: 35.03356 -20.11475 -7.38534  0.067
H: 35.34503 -17.48611 -6.98318  0.118
H: 33.81914 -18.23246 -6.77596  0.082
H: 36.90477 -18.32991 -4.95378  0.106
H: 36.56516 -16.72193 -4.44912  0.108
H: 35.89190 -19.16730 -2.78049  0.069
H: 37.02521 -17.88355 -2.47409  0.067
H: 35.29121 -17.57853 -2.41366  0.069
H: 34.75801 -15.77300 -5.56417  0.104
H: 34.22839 -16.05183 -3.84660  0.108
H: 32.58526 -16.45039 -6.27544  0.048
H: 32.06350 -15.73710 -4.74796  0.059
H: 32.28917 -17.43525 -4.81617  0.068
C: 32.76380 -9.18168 -6.73737  -0.142
O: 33.70850 -8.64929 -5.81641  -0.124
H: 32.45870 -8.36780 -7.39512  0.076
H: 33.11934 -9.96143 -7.41091  0.066
H: 31.86340 -9.56387 -6.25642  0.065
H: 34.50844 -8.37797 -6.27257  0.083
C: 24.17628 -14.29402 -0.30998  -0.156
C: 24.41049 -14.62638 -1.77827  -0.152
C: 25.47804 -15.70993 -1.61730  -0.211
O: 26.18571 -15.24958 -0.49401  -0.180
C: 25.60128 -14.13117 0.12449  -0.230
H: 23.71461 -15.06120 0.31162  0.127
H: 23.62890 -13.35175 -0.28533  0.105
H: 24.77851 -13.78978 -2.37219  0.099
H: 23.53966 -15.03666 -2.28958  0.114
H: 26.11789 -15.65997 -2.49833  0.102
H: 25.11962 -16.70466 -1.35244  0.119
H: 26.08510 -13.21881 -0.22423  0.089
H: 25.68905 -14.23832 1.20565  0.130
C: 36.02176 -11.60854 -3.19398  -0.139
C: 34.62024 -11.42656 -3.76057  -0.188
C: 34.18113 -12.76561 -4.22886  -0.221
O: 35.35199 -13.57347 -4.21019  -0.174
C: 36.52605 -12.73957 -4.10532  -0.177
H: 35.97480 -11.98181 -2.17096  0.119
H: 36.59839 -10.71266 -3.42421  0.113
H: 34.63973 -10.75759 -4.62093  0.101
H: 33.91883 -11.14099 -2.97663  0.100
H: 33.77326 -12.66098 -5.23424  0.097
H: 33.44020 -13.20102 -3.55838  0.119
H: 36.70393 -12.44291 -5.13897  0.111
H: 37.45123 -13.21538 -3.78014  0.118
C: 31.21584 -6.80295 -4.10629  -0.161
C: 30.76151 -6.36372 -2.71733  -0.179
C: 31.11264 -4.91987 -2.53652  -0.182
O: 32.29096 -4.82746 -3.36367  -0.151
C: 32.23453 -5.74477 -4.44085  -0.215
H: 30.45363 -6.72399 -4.88147  0.109
H: 31.64230 -7.80522 -4.06547  0.087
H: 31.32048 -7.00227 -2.03330  0.118
H: 29.69933 -6.46222 -2.49328  0.093
H: 31.35545 -4.57034 -1.53303  0.123
H: 30.32247 -4.27372 -2.91891  0.115
H: 33.22401 -6.15597 -4.64069  0.110
H: 31.97780 -5.08804 -5.27205  0.117
C: 27.43055 -8.76714 -7.18559  -0.194
C: 26.28970 -9.70057 -7.06734  -0.170
C: 26.95910 -11.08759 -7.07440  -0.150
O: 28.14477 -10.83561 -7.88969  -0.164
C: 28.31650 -9.45232 -8.16451  -0.208
H: 27.92191 -8.55747 -6.23549  0.108
H: 27.06360 -7.79823 -7.52421  0.120
H: 25.59888 -9.51375 -7.88952  0.120
H: 25.74358 -9.72547 -6.12435  0.102
H: 26.39253 -11.89880 -7.53161  0.107
H: 27.23533 -11.36663 -6.05757  0.092
H: 28.07207 -9.24374 -9.20608  0.121
H: 29.34115 -9.10860 -8.02294  0.113
C: 27.10375 -13.49538 -9.98330  -0.200
C: 28.17106 -14.24064 -10.73585  -0.178
C: 27.51934 -14.36290 -12.10841  -0.171
O: 26.09533 -14.36411 -11.85476  -0.137
C: 25.80992 -14.10229 -10.46977  -0.182
H: 27.16174 -12.43183 -10.21482  0.118
H: 27.16895 -13.55533 -8.89690  0.092
H: 28.32775 -15.10378 -10.08890  0.080
H: 29.09093 -13.65903 -10.67515  0.108
H: 27.88663 -15.20774 -12.69103  0.111
H: 27.79316 -13.50618 -12.72418  0.114
H: 25.57090 -15.05128 -9.98978  0.110
H: 24.95850 -13.42874 -10.37230  0.119

Strongest force on any atom (Eh/bohr): 0.0495
DFT total energy (hartree): -3324.20642
M (g/mol): 1100.9
LUMO level (eV): 0.449
Highest occupied orbital energy (eV): -8.29